[1]
ORCA calculation (the ωB97M-V functional and the def2-TZVPD basis) on a structure of composition C15H31BrNiP2 at a distorted geometry.

Geometry as XYZ:
```
50
Properties=species:S:1:pos:R:3:forces:R:3:lowdin_spin:R:1
P -0.672 1.429 2.059 2.9262 1.3722 1.4834 0.07
P -0.675 1.381 -1.242 1.5871 0.9531 -2.4493 0.07
C 0.593 2.151 0.927 0.5176 -0.0851 0.3739 0.01
C 0.037 2.862 -0.327 -0.5863 -0.6988 0.0341 0.01
H 1.103 1.199 0.683 0.1698 0.3947 -0.4952 0.00
H 1.327 2.725 1.486 0.1162 0.3404 0.0585 0.00
H -0.779 3.579 -0.123 0.4533 -0.1599 0.1833 0.00
H 0.809 3.354 -0.928 -0.1222 -0.0543 0.2305 0.00
C 0.839 1.224 -2.441 0.4107 -0.6385 0.3322 0.03
H 0.575 0.551 -3.272 0.0049 0.1080 0.4548 0.00
H 1.776 0.846 -2.007 -0.3041 0.0714 0.0634 0.00
H 1.044 2.210 -2.906 -0.2445 -0.4094 0.5464 0.00
C -1.592 1.932 -2.732 -0.8391 0.2935 0.2454 0.01
H -1.008 2.539 -3.438 -0.1526 -0.1605 0.3558 0.00
H -2.504 2.432 -2.391 0.2968 -0.0200 -0.6189 0.00
H -1.887 0.990 -3.220 -0.0182 0.3290 0.0229 0.00
C 0.493 0.828 3.353 0.2316 -0.3067 0.1188 0.03
H -0.005 0.402 4.240 0.1350 0.1381 -0.4919 0.00
H 1.110 1.685 3.661 -0.2674 -0.0787 0.0523 0.01
H 1.200 0.097 2.933 -0.4284 -0.0089 0.0854 0.00
C -1.297 2.929 2.905 0.3463 -0.3033 0.3915 0.00
H -2.019 3.468 2.271 0.3271 0.0348 0.4313 0.00
H -0.371 3.478 3.106 -0.4661 0.5318 0.1078 0.00
H -1.751 2.618 3.858 -0.0675 0.2862 -0.3353 0.00
Ni -2.213 1.452 0.712 -0.7337 0.3189 -3.0085 1.30
C 0.549 -2.387 -2.530 -1.4788 1.1826 1.4495 0.00
C 1.866 -2.148 -2.475 -1.0058 0.0925 0.6681 0.00
C 2.700 -2.168 -1.213 0.6760 -0.3996 -0.7755 0.00
C 2.470 -3.380 -0.265 0.5469 0.9360 -0.5532 0.00
C 1.879 -2.980 1.062 0.1912 -0.5015 0.1886 0.00
C 0.569 -2.692 1.177 0.7949 -0.4171 0.7671 0.00
C -0.202 -2.020 0.076 0.0059 -0.5105 -0.6081 0.00
C -0.394 -2.775 -1.296 -0.0501 0.4734 -0.6743 0.00
C -3.268 0.319 1.672 -1.5041 -2.8884 1.1563 0.27
H -0.091 -1.944 -3.335 1.0129 -1.1364 0.0637 0.00
H 2.411 -1.825 -3.350 -0.2175 0.2427 -0.3011 0.00
H 2.616 -1.210 -0.656 -0.1412 -0.4395 -0.3450 0.00
H 3.735 -2.191 -1.593 -0.1833 0.0202 0.4648 0.00
H 1.768 -4.103 -0.724 0.6965 0.3147 0.0895 0.00
H 3.478 -3.838 -0.156 -0.9066 -0.0494 0.2653 0.00
H 2.602 -2.977 1.895 -0.8980 -0.7964 0.0628 0.00
H 0.066 -2.981 2.119 0.2814 1.1846 -0.1967 0.00
H 0.359 -1.089 -0.151 -0.5873 -0.3214 0.1541 0.00
H -1.200 -1.749 0.474 0.5431 -0.0227 -0.3537 0.00
H -0.404 -3.876 -1.156 -0.0436 0.6189 -0.0259 0.00
H -1.430 -2.468 -1.573 0.7581 -0.5046 -0.2441 0.00
H -4.037 -0.119 1.015 0.1583 0.1578 0.7393 0.01
H -3.688 0.840 2.537 -0.0219 -0.2488 0.1036 0.03
H -2.509 -0.430 1.912 -0.6303 -0.4033 0.6649 0.02
Br -3.977 1.835 -0.633 -1.2893 1.1684 -0.9326 0.10
```
Forces are in eV/Å.

Its total energy is -145715.9408 eV. As for the expectation value of S²: 2.0108. The calculation puts the LUMO energy (alpha / beta) at 0.49 / 0.03 eV. As for the maximum force: 3.6 eV/Å. Its spin multiplicity is 3. The HOMO-LUMO gap (alpha / beta) comes out at 6.69 / 8.40 eV.

---

[2]
ORCA calculation (the ωB97M-V functional and the def2-TZVPD basis) on a structure of composition C47H61N3O3P2PdSSb.

Geometry as XYZ:
```
119
Properties=species:S:1:pos:R:3:forces:R:3:mulliken_charge:R:1
Pd -0.739 0.013 -0.205 -0.1278 -0.6929 0.6447 0.46
C 0.472 -2.720 2.476 -0.0016 -0.0273 -0.0075 -1.63
P -0.741 -1.648 1.603 -0.0039 -0.0626 -0.0758 2.58
C -1.327 -0.675 3.071 0.0000 -0.0117 0.0388 -0.45
N -1.224 -1.173 4.274 -0.0177 0.0354 0.0073 -0.28
C -1.889 -0.546 5.285 -0.0013 0.0436 -0.0695 0.04
C -1.797 -1.046 6.600 -0.0220 0.0015 0.1006 -0.44
C -2.534 -0.472 7.600 0.0750 -0.0850 -0.0204 -0.53
C -3.390 0.615 7.326 -0.0558 0.0848 -0.0621 -0.56
C -3.486 1.121 6.058 -0.0387 -0.0047 0.0991 -0.48
C -2.724 0.552 5.017 0.0592 -0.0292 -0.0610 -0.04
N -2.756 1.109 3.773 0.0035 -0.0392 0.0224 -0.17
C -2.023 0.566 2.840 -0.0803 -0.0067 0.0124 -0.73
P -1.789 1.458 1.224 0.2672 0.3804 -0.1742 2.36
C -3.484 2.134 1.023 -0.1083 -0.0988 0.0388 -1.80
C -0.873 2.975 1.914 -0.0857 0.0773 0.0062 1.97
C -0.656 3.909 0.718 0.0666 -0.0093 0.0127 -1.38
C 0.472 2.480 2.453 -0.0126 -0.0082 0.0133 -1.79
C -1.579 3.789 2.999 0.0103 0.0407 -0.0094 -1.93
C -2.233 -2.820 1.520 0.0374 -0.0287 0.0043 1.86
C -1.985 -3.739 0.322 -0.0367 0.0150 -0.0222 -1.83
C -3.490 -1.982 1.276 -0.0183 -0.0308 0.0286 -1.47
C -2.441 -3.691 2.760 0.0046 -0.0272 -0.0114 -1.88
H 0.139 -2.988 3.477 -0.0240 -0.0036 -0.0071 0.74
H 1.431 -2.204 2.541 -0.0046 0.0156 -0.0081 0.14
H 0.623 -3.621 1.882 0.0059 -0.0031 0.0134 0.34
H -1.145 -1.892 6.777 -0.0002 0.0021 0.0095 0.44
H -2.470 -0.855 8.611 0.0077 -0.0079 -0.0038 0.38
H -3.969 1.052 8.130 -0.0061 0.0067 -0.0077 0.38
H -4.124 1.962 5.818 0.0002 0.0019 0.0124 0.45
H -3.963 2.321 1.984 0.0298 0.0180 0.0134 0.46
H -4.063 1.418 0.437 0.0264 0.0107 -0.0073 0.18
H -3.435 3.067 0.461 -0.0015 -0.0008 0.0035 0.47
H -0.229 3.385 -0.134 -0.0228 -0.0015 -0.0132 -0.39
H 0.022 4.721 1.002 -0.0120 0.0052 0.0068 0.58
H -1.597 4.365 0.398 -0.0033 -0.0023 0.0088 0.25
H 0.928 1.749 1.781 0.0042 0.0151 -0.0143 0.04
H 0.345 2.006 3.431 -0.0026 -0.0156 -0.0086 0.24
H 1.165 3.318 2.574 -0.0038 -0.0012 0.0255 0.54
H -2.513 4.223 2.634 -0.0155 -0.0347 0.0034 0.34
H -0.925 4.616 3.299 -0.0110 0.0138 -0.0223 0.52
H -1.807 3.201 3.884 0.0262 0.0065 0.0118 0.33
H -1.829 -3.169 -0.592 0.0008 0.0111 0.0009 -0.02
H -2.851 -4.396 0.184 -0.0007 0.0029 -0.0027 0.59
H -1.112 -4.378 0.482 -0.0068 -0.0055 0.0089 0.29
H -3.338 -1.218 0.513 0.0070 0.0173 -0.0052 -0.25
H -3.826 -1.497 2.197 0.0048 0.0161 -0.0091 0.15
H -4.301 -2.633 0.935 -0.0039 -0.0017 0.0277 0.69
H -1.660 -4.447 2.858 0.0172 0.0201 0.0123 0.30
H -3.398 -4.216 2.663 0.0131 -0.0191 -0.0125 0.52
H -2.469 -3.112 3.683 -0.0253 0.0088 -0.0038 0.27
O -4.265 -0.016 -1.411 0.0076 -0.0504 -0.0065 -0.73
C -3.500 -0.749 -2.039 -0.0756 -0.0333 -0.0804 -0.66
C -3.959 -1.553 -3.260 0.0091 0.0085 0.0463 -0.95
C -2.660 -2.117 -3.808 0.0281 0.0008 -0.0048 -0.83
C -1.649 -1.789 -2.709 -0.0796 0.0527 -0.0901 -0.80
O -0.512 -2.234 -2.700 0.0200 -0.0080 -0.0387 -0.46
N -2.195 -0.962 -1.766 0.3480 0.1096 -0.0280 1.91
H -4.510 -0.902 -3.938 0.0174 0.0063 -0.0103 0.30
H -4.647 -2.327 -2.915 -0.0126 0.0074 -0.0044 0.26
H -2.328 -1.614 -4.718 0.0095 0.0045 0.0054 0.37
H -2.659 -3.190 -3.999 -0.0170 -0.0031 0.0036 0.32
C 5.351 0.242 -1.524 0.0208 -0.0086 0.0001 -1.10
C 4.526 1.396 -1.025 -0.0427 0.0332 -0.0571 1.13
C 5.165 2.602 -0.748 -0.0106 -0.0075 -0.0113 -0.89
C 4.458 3.733 -0.358 0.0093 0.0027 0.0005 -0.88
C 3.081 3.671 -0.244 0.0063 0.0037 -0.0018 -0.70
C 2.438 2.466 -0.499 0.0016 -0.0038 0.0590 0.99
C 3.130 1.320 -0.872 0.1336 -0.0302 -0.0075 -0.27
Sb 1.812 -0.374 -1.197 -0.3276 0.1319 -0.1048 1.66
C 2.846 -1.754 0.091 -0.0581 -0.0937 0.0615 0.93
C 3.690 -1.286 1.093 0.0199 0.0341 0.0133 -1.18
C 4.305 -2.159 1.984 0.0133 -0.0018 -0.0053 -0.69
C 4.080 -3.522 1.869 0.0014 -0.0083 -0.0089 -0.92
C 3.213 -3.995 0.894 0.0200 0.0076 -0.0072 -0.38
C 2.568 -3.127 0.018 0.0355 0.0250 0.0292 1.07
C 1.555 -3.648 -0.958 -0.0097 -0.0378 -0.0361 -1.25
C 2.658 -0.763 -3.178 0.0684 -0.0829 -0.0211 0.89
C 2.229 0.244 -4.045 -0.0392 -0.0159 -0.0195 -0.72
C 2.628 0.303 -5.371 -0.0033 0.0115 0.0120 -0.90
C 3.475 -0.672 -5.870 0.0065 -0.0242 -0.0037 -0.65
C 3.915 -1.675 -5.025 -0.0070 0.0144 0.0003 -0.62
C 3.532 -1.738 -3.682 0.0191 0.0445 0.0145 1.51
C 4.146 -2.849 -2.870 0.0422 -0.0128 0.0190 -1.75
H 6.413 0.429 -1.362 -0.0028 -0.0040 0.0095 0.45
H 5.189 0.097 -2.594 0.0061 0.0079 0.0036 0.19
H 5.088 -0.693 -1.031 -0.0113 0.0052 0.0049 0.07
H 6.244 2.658 -0.850 0.0007 0.0009 -0.0004 0.39
H 4.988 4.655 -0.148 -0.0055 0.0051 -0.0116 0.37
H 2.508 4.543 0.050 0.0026 -0.0014 0.0071 0.45
H 1.362 2.394 -0.396 -0.0078 -0.0067 0.0111 -1.16
H 3.881 -0.222 1.184 0.0074 -0.0019 -0.0246 0.31
H 4.961 -1.773 2.755 0.0016 -0.0011 -0.0024 0.42
H 4.567 -4.215 2.544 -0.0096 0.0013 0.0073 0.32
H 3.014 -5.059 0.820 0.0029 -0.0017 0.0046 0.40
H 1.575 -4.738 -1.015 -0.0016 -0.0037 0.0188 0.50
H 1.690 -3.249 -1.964 0.0164 0.0050 0.0068 0.00
H 0.550 -3.330 -0.672 0.0072 0.0058 0.0073 -0.20
H 1.531 0.991 -3.692 -0.0283 -0.0025 0.0006 -0.05
H 2.266 1.103 -6.006 -0.0088 -0.0052 -0.0009 0.44
H 3.796 -0.652 -6.905 0.0013 0.0009 -0.0002 0.36
H 4.592 -2.435 -5.403 0.0048 0.0040 0.0002 0.40
H 5.188 -2.993 -3.164 -0.0076 -0.0042 -0.0152 0.57
H 3.627 -3.797 -3.035 -0.0089 0.0071 0.0016 0.42
H 4.127 -2.646 -1.805 0.0037 0.0175 0.0075 -0.07
O -0.653 1.278 -3.616 -0.1319 -0.2022 -0.1871 -0.85
S -0.829 2.269 -2.517 0.1471 0.4265 -0.1849 1.00
C -0.600 3.885 -3.379 -0.0107 0.0322 0.0247 -1.12
C -1.966 4.399 -3.862 -0.0090 0.0040 -0.0165 -0.66
C -2.967 3.252 -3.701 -0.0030 -0.0076 0.0248 -0.73
C -2.594 2.599 -2.382 -0.0137 0.0196 0.0136 0.04
H 0.076 3.630 -4.194 0.0131 0.0095 0.0091 0.43
H -0.091 4.579 -2.707 -0.0147 0.0013 0.0023 0.40
H -1.917 4.764 -4.889 0.0054 -0.0029 -0.0006 0.37
H -2.282 5.237 -3.235 -0.0046 -0.0007 -0.0022 0.28
H -2.852 2.521 -4.504 0.0081 0.0107 -0.0066 0.27
H -4.001 3.600 -3.704 0.0021 0.0058 0.0044 0.42
H -3.105 1.672 -2.131 -0.0216 0.0057 0.0187 -0.16
H -2.706 3.298 -1.548 0.0039 0.0029 -0.0010 -0.18
```
Forces are in eV/Å.

As for the total charge: -1. Its total energy is -99776.2903 eV. The calculation puts the LUMO energy at 1.96 eV. As for the maximum force: 1.0 eV/Å. The HOMO-LUMO gap comes out at 5.41 eV.

---

[3]
ORCA calculation (the ωB97M-V functional and the def2-TZVPD basis) on a cluster of 2 separate species, C2H6FP in total at a distorted geometry.

Geometry as XYZ:
```
10
Properties=species:S:1:pos:R:3:forces:R:3:mulliken_charge:R:1
C 2.689 -0.695 1.190 2.0927 2.8962 0.9031 -0.83
C -2.847 1.033 -1.598 1.0551 2.3201 -1.8016 -0.42
F -2.584 -0.719 0.014 0.8751 -0.0130 0.4563 -0.29
P -1.644 0.474 -0.598 -1.7868 -0.1916 -0.6544 0.23
H 2.447 -0.459 2.244 -0.6488 0.0529 -0.6776 0.23
H 3.377 0.238 0.882 -1.2671 -2.2983 0.4660 0.19
H 1.866 -0.716 0.498 -0.3503 -0.3515 0.0784 0.16
H -3.793 0.518 -1.550 -0.2136 -0.0141 -0.0873 0.24
H 3.273 -1.594 1.313 0.1664 -0.2970 -0.7731 0.25
H -2.783 1.921 -2.396 0.0772 -2.1037 2.0901 0.23
```
Forces are in eV/Å.

Its total energy is -14176.5472 eV. The calculation puts the LUMO energy at 0.17 eV. As for the maximum force: 3.7 eV/Å. The HOMO-LUMO gap comes out at 10.01 eV.